No. 1
{"formula": "C38H70N8", "method": "ωB97M-V/def2-TZVPD", "elements": ["N", "C", "C", "C", "C", "H", "H", "H", "H", "H", "N", "C", "C", "C", "C", "H", "H", "H", "H", "H", "N", "C", "C", "C", "C", "H", "H", "H", "H", "H", "N", "C", "C", "C", "C", "H", "H", "H", "H", "H", "N", "C", "C", "C", "C", "H", "H", "H", "H", "H", "C", "C", "N", "C", "C", "C", "C", "H", "H", "H", "H", "H", "H", "H", "H", "H", "H", "H", "H", "H", "H", "H", "C", "C", "N", "C", "C", "C", "C", "H", "H", "H", "H", "H", "H", "H", "H", "H", "H", "H", "H", "H", "H", "H", "C", "C", "N", "C", "C", "C", "C", "H", "H", "H", "H", "H", "H", "H", "H", "H", "H", "H", "H", "H", "H", "H"], "coordinates": [[20.85237, -25.21241, -4.25929], [21.39585, -26.26720, -5.02604], [20.58512, -26.49389, -6.09389], [19.50409, -25.56396, -6.05437], [19.74513, -24.70156, -4.90694], [21.27930, -24.79574, -3.44429], [22.29595, -26.73702, -4.65794], [20.75904, -27.25602, -6.83907], [18.75599, -25.50904, -6.83137], [19.38124, -23.72380, -4.62772], [16.29519, -25.66692, -11.71500], [16.18854, -27.02376, -11.96545], [17.43329, -27.36348, -12.56587], [18.25024, -26.19318, -12.62406], [17.47926, -25.13568, -12.12332], [15.55711, -25.08851, -11.33981], [15.36051, -27.66221, -11.69496], [17.73865, -28.35792, -12.85615], [19.23554, -26.09865, -13.05610], [17.64955, -24.07163, -12.05124], [22.72400, -21.30794, -10.40199], [22.86650, -19.93615, -10.27870], [24.14169, -19.59055, -10.79580], [24.63951, -20.80639, -11.30667], [23.79810, -21.85562, -11.01549], [21.88965, -21.81867, -10.15077], [22.11299, -19.40434, -9.71676], [24.62689, -18.62595, -10.81894], [25.60033, -20.84033, -11.79868], [23.94231, -22.92189, -11.10865], [24.62879, -28.02543, -10.48223], [25.39899, -27.53626, -11.53028], [24.57683, -26.65554, -12.27048], [23.34504, -26.57697, -11.61700], [23.39981, -27.40397, -10.45720], [24.84381, -28.71457, -9.77587], [26.42956, -27.84451, -11.62676], [24.93266, -26.04696, -13.08866], [22.44001, -26.05629, -11.89304], [22.68403, -27.59403, -9.67111], [16.05018, -19.72240, -5.89248], [15.18907, -18.61149, -5.92180], [15.20156, -18.08064, -7.19398], [16.00518, -18.95658, -7.93547], [16.70394, -19.77243, -7.06012], [16.21907, -20.32340, -5.09852], [14.61582, -18.28483, -5.06677], [14.71912, -17.17848, -7.54004], [16.15228, -18.80797, -8.99503], [17.47312, -20.51779, -7.19871], [21.33117, -21.25806, -7.34940], [20.55770, -22.58529, -7.76857], [20.36014, -22.55485, -9.22565], [20.01288, -23.91608, -9.73855], [21.18531, -24.88013, -9.78641], [19.35574, -21.53785, -9.56058], [19.21790, -21.35421, -11.09190], [20.85046, -20.30408, -7.56605], [22.34430, -21.27088, -7.75126], [21.44664, -21.25425, -6.26554], [21.11217, -23.48160, -7.49055], [19.56709, -22.62952, -7.31599], [19.61847, -23.85355, -10.75276], [19.22764, -24.30757, -9.09184], [20.75318, -25.78984, -10.20330], [21.56283, -25.16594, -8.80462], [22.03437, -24.58629, -10.40354], [18.43170, -21.78653, -9.03864], [19.61889, -20.56390, -9.14796], [18.78954, -20.35439, -11.02149], [20.14734, -21.28626, -11.65724], [18.37575, -21.89197, -11.52745], [14.51484, -21.54509, -12.04966], [14.49622, -22.12255, -10.61023], [14.41561, -23.58874, -10.47679], [14.68331, -23.97261, -9.03395], [16.17266, -23.93341, -8.57550], [13.10210, -24.04341, -10.93084], [12.79460, -25.55281, -10.73882], [13.59526, -21.69856, -12.61439], [15.25599, -22.12040, -12.60447], [14.81901, -20.49991, -12.10612], [15.35434, -21.75523, -10.04738], [13.58747, -21.75864, -10.13081], [14.11456, -23.38915, -8.30993], [14.42679, -25.02281, -8.89479], [16.75748, -24.49600, -9.30321], [16.64255, -22.95218, -8.50847], [16.26796, -24.47268, -7.63305], [12.97386, -23.75189, -11.97328], [12.40127, -23.51416, -10.28520], [12.84447, -25.86360, -9.69525], [13.27418, -26.25794, -11.41771], [11.76280, -25.70701, -11.05458], [23.91974, -23.93410, -5.47797], [24.40840, -23.43248, -6.83982], [25.82100, -23.63353, -7.17598], [26.02838, -23.59701, -8.65596], [25.41908, -24.69759, -9.49669], [26.63229, -22.58451, -6.38019], [28.16177, -22.83652, -6.50429], [24.16606, -24.96070, -5.20680], [22.84228, -23.86407, -5.32878], [24.38159, -23.37385, -4.66501], [23.79465, -24.01151, -7.52985], [24.21086, -22.37883, -7.03705], [25.49684, -22.73267, -9.05406], [27.07739, -23.44507, -8.91010], [25.33471, -24.45300, -10.55554], [25.95112, -25.63355, -9.32632], [24.40484, -24.97533, -9.20984], [26.36175, -22.57160, -5.32438], [26.35878, -21.57365, -6.68261], [28.41525, -22.63889, -7.54582], [28.47045, -23.86787, -6.33362], [28.72488, -22.10600, -5.92347]], "charge": -1, "e_above_lowest_ev": 0.000, "spin_multiplicity": 2}

No. 2
{"formula": "C38H73GaN3O5", "method": "ωB97M-V/def2-TZVPD", "elements": ["C", "C", "O", "C", "O", "C", "C", "C", "Ga", "C", "C", "N", "C", "C", "C", "C", "C", "C", "C", "C", "O", "C", "C", "O", "C", "C", "O", "C", "C", "C", "C", "C", "C", "H", "H", "H", "H", "H", "H", "H", "H", "H", "H", "H", "H", "H", "H", "H", "H", "H", "H", "H", "H", "H", "H", "H", "H", "H", "H", "H", "H", "H", "H", "H", "H", "H", "H", "H", "H", "H", "H", "H", "H", "H", "H", "H", "C", "C", "N", "C", "C", "C", "C", "H", "H", "H", "H", "H", "H", "H", "H", "H", "H", "H", "H", "H", "H", "H", "C", "C", "N", "C", "C", "C", "C", "H", "H", "H", "H", "H", "H", "H", "H", "H", "H", "H", "H", "H", "H", "H"], "coordinates": [[-1.04174, 3.26388, 0.89295], [-1.52987, 2.78384, 2.25726], [-2.58781, 1.82694, 2.18534], [-2.35490, 0.77441, 1.33834], [-3.23884, 0.43857, 0.62284], [-1.03071, 0.03653, 1.35512], [-0.75450, -0.66898, 0.03288], [-0.36576, 0.27843, -1.09843], [-0.18222, -0.65645, -2.90550], [1.73969, -0.58851, -3.65894], [2.76606, 0.00251, -2.69795], [3.38351, -1.06804, -1.87517], [-0.60961, -2.66188, -2.68841], [-1.75633, -3.17403, -3.58445], [-3.10572, -3.08052, -2.84522], [-4.31265, -2.82945, -3.75060], [-5.40860, -1.98135, -3.08074], [-5.28899, -0.49265, -3.47215], [-6.59435, 0.31538, -3.41127], [-7.49729, -0.04451, -2.25955], [-8.72921, 0.71822, -2.43859], [-9.46172, 0.87535, -1.33544], [-10.27295, 2.13117, -1.37114], [-9.48862, 0.09062, -0.43370], [-1.52863, 0.19979, -4.23227], [-1.98889, 1.50878, -3.78642], [-3.02492, 1.72279, -3.17520], [-1.12567, 2.70826, -4.10427], [-1.75862, 3.93389, -4.34638], [-0.99165, 5.06432, -4.64569], [0.40432, 4.99562, -4.70658], [1.04193, 3.77862, -4.45075], [0.27100, 2.64834, -4.15734], [-0.98332, 4.35007, 0.88960], [-0.05475, 2.88650, 0.65085], [-1.72759, 2.98988, 0.09748], [-0.70286, 2.36940, 2.83824], [-1.89762, 3.62614, 2.83316], [-0.19291, 0.65383, 1.67021], [-1.13303, -0.71941, 2.14152], [-1.63766, -1.24322, -0.23221], [0.04588, -1.39028, 0.21212], [0.52977, 0.82413, -0.78054], [-1.16275, 1.02293, -1.16262], [2.04609, -1.58134, -3.98720], [1.71138, 0.02918, -4.56068], [2.32858, 0.76333, -2.05082], [3.55992, 0.49498, -3.26787], [3.38362, -0.75971, -0.91089], [2.79791, -1.89141, -1.93581], [0.29152, -3.21956, -2.95741], [-0.82565, -2.92714, -1.65256], [-1.79388, -2.66533, -4.54566], [-1.57221, -4.23309, -3.78583], [-3.02987, -2.31895, -2.06820], [-3.22868, -4.02765, -2.32245], [-4.76495, -3.79424, -3.99091], [-4.01057, -2.40026, -4.70328], [-5.23044, -2.04172, -2.00962], [-6.39724, -2.36098, -3.32741], [-4.60353, -0.01978, -2.77836], [-4.89299, -0.42876, -4.48067], [-6.31186, 1.36021, -3.27982], [-7.16176, 0.27314, -4.33979], [-7.06855, 0.18650, -1.28896], [-7.76648, -1.09561, -2.27230], [-10.97220, 2.07478, -2.20194], [-10.80357, 2.24693, -0.43679], [-9.63237, 2.98664, -1.55971], [-1.00618, 0.32152, -5.17968], [-2.38804, -0.45760, -4.32894], [-2.83416, 3.99199, -4.30046], [-1.49196, 6.00691, -4.82730], [1.00919, 5.86431, -4.92392], [2.11632, 3.67733, -4.46736], [0.76464, 1.71160, -3.94507], [8.92917, -4.10552, 1.78493], [8.51596, -3.18894, 0.64189], [7.08575, -2.97233, 0.57453], [6.64715, -2.35588, -0.66990], [7.12542, -0.93377, -0.97821], [6.47121, -2.46097, 1.78521], [6.99353, -1.13539, 2.35713], [8.37919, -5.04668, 1.74397], [9.99471, -4.32994, 1.71206], [8.75912, -3.64812, 2.76056], [8.82373, -3.65587, -0.29746], [9.08557, -2.24801, 0.72060], [5.55648, -2.37106, -0.70509], [6.96817, -3.00743, -1.48879], [6.61785, -0.18992, -0.36553], [6.89833, -0.69541, -2.01810], [8.20288, -0.82155, -0.84064], [6.56777, -3.22456, 2.56262], [5.39635, -2.37761, 1.60967], [8.08388, -1.10261, 2.38757], [6.63545, -1.01404, 3.38215], [6.64127, -0.27542, 1.79020], [-1.27769, 0.14529, 5.58794], [-0.41011, 0.27027, 6.82921], [0.99150, 0.00185, 6.56600], [1.78509, -0.16806, 7.76779], [1.94086, 1.03229, 8.71074], [1.59188, 0.79722, 5.50906], [1.54832, 2.32562, 5.64038], [-1.13797, -0.82765, 5.11414], [-2.32920, 0.23420, 5.86347], [-1.07409, 0.91268, 4.84033], [-0.75740, -0.45772, 7.56740], [-0.57367, 1.26485, 7.27564], [2.77838, -0.52128, 7.47670], [1.34114, -0.99147, 8.33696], [2.61214, 1.78743, 8.30378], [2.36963, 0.69941, 9.65875], [0.98367, 1.50456, 8.93367], [1.10627, 0.52616, 4.56790], [2.62916, 0.47495, 5.38871], [0.56045, 2.68371, 5.93377], [1.78549, 2.78058, 4.67635], [2.27620, 2.70001, 6.35919]], "charge": -1, "spin_multiplicity": 1, "e_tot_ha": -3956.978031}

No. 3
{"formula": "C38H76BrF6N5O6S2", "method": "ωB97M-V/def2-TZVPD", "elements": ["Br", "C", "C", "C", "C", "C", "C", "N", "O", "C", "C", "C", "H", "H", "H", "H", "H", "H", "H", "H", "H", "H", "H", "H", "H", "H", "H", "H", "H", "H", "C", "C", "C", "C", "C", "C", "N", "O", "C", "C", "C", "H", "H", "H", "H", "H", "H", "H", "H", "H", "H", "H", "H", "H", "H", "H", "H", "H", "H", "C", "C", "C", "N", "C", "C", "C", "C", "C", "C", "H", "H", "H", "H", "H", "H", "H", "H", "H", "H", "H", "H", "H", "H", "H", "H", "H", "H", "H", "H", "C", "C", "C", "N", "C", "C", "C", "C", "C", "C", "H", "H", "H", "H", "H", "H", "H", "H", "H", "H", "H", "H", "H", "H", "H", "H", "H", "H", "H", "H", "C", "F", "F", "F", "S", "O", "O", "N", "S", "O", "O", "C", "F", "F", "F"], "coordinates": [[1.12400, 2.08664, 1.56166], [-0.98753, 1.66886, 4.93742], [-2.22564, 1.13989, 4.06129], [-3.04440, 2.17892, 3.40041], [-3.80668, 1.83515, 2.18677], [-2.94383, 1.13665, 1.15043], [-2.36724, -0.08566, 1.67269], [-1.61413, 0.29803, 2.98176], [-0.59136, -0.42997, 3.23329], [-1.32922, -0.67286, 0.68649], [-3.49927, -1.12353, 2.04970], [-3.05080, 0.20570, 4.99842], [-0.62021, 0.82900, 5.47685], [-1.43592, 2.31298, 5.69672], [-0.13887, 2.07824, 4.37210], [-2.39184, 3.05824, 3.17050], [-3.76146, 2.56671, 4.16533], [-4.32491, 2.73173, 1.74375], [-4.61580, 1.19644, 2.51343], [-2.20388, 1.92813, 0.88779], [-3.52081, 0.97738, 0.26122], [-1.73432, -0.51335, -0.31861], [-1.25857, -1.78443, 0.86735], [-0.33126, -0.19479, 0.76057], [-4.45663, -0.80144, 2.43328], [-3.16971, -1.88870, 2.76796], [-3.76850, -1.61703, 1.06775], [-2.62794, -0.70955, 5.34117], [-3.94402, 0.01127, 4.44035], [-3.30046, 0.90150, 5.82381], [2.96232, 4.95236, 2.42887], [3.38440, 5.39288, 1.08786], [2.58017, 4.87612, -0.15482], [1.28889, 5.57733, -0.45014], [1.38682, 7.13642, -0.49511], [1.99648, 7.77409, 0.72025], [3.12994, 6.91223, 1.17589], [3.98702, 7.59250, 1.82420], [1.02988, 7.78823, 1.89493], [2.41960, 9.22607, 0.43921], [4.84666, 5.16347, 0.90421], [3.29933, 3.93284, 2.57074], [1.88391, 4.99133, 2.60517], [3.41129, 5.64140, 3.18620], [2.49855, 3.79582, 0.07715], [3.20831, 4.97106, -1.03091], [0.46046, 5.27812, 0.19364], [0.95154, 5.33397, -1.44440], [0.42658, 7.57717, -0.61836], [1.91683, 7.41076, -1.43313], [0.77764, 6.82615, 2.17811], [0.13877, 8.35392, 1.64175], [1.62535, 8.22291, 2.66976], [2.75726, 9.67050, 1.39327], [1.56358, 9.80805, 0.08580], [3.25615, 9.24466, -0.31153], [5.12305, 4.18701, 0.56609], [5.37751, 5.15608, 1.87140], [5.26747, 5.85652, 0.16701], [-1.01433, 1.57666, -6.18473], [-1.75351, 0.89316, -5.03142], [-1.96777, -0.56906, -5.35786], [-2.34665, -1.44828, -4.27967], [-2.52355, -2.85289, -4.74932], [-1.24546, -3.60942, -5.08231], [-0.17229, -3.43001, -4.04416], [0.07074, -1.99390, -3.76724], [-1.24677, -1.43096, -3.26279], [-3.62808, -0.97309, -3.74519], [-0.04035, 1.08293, -6.30776], [-0.95949, 2.66014, -6.09216], [-1.56895, 1.40602, -7.18020], [-2.70333, 1.38226, -4.77005], [-1.03935, 0.99697, -4.24939], [-1.02191, -1.03747, -5.81795], [-2.76149, -0.63017, -6.18414], [-3.24197, -2.99615, -5.55654], [-3.01486, -3.35919, -3.83365], [-0.79523, -3.28101, -6.05426], [-1.45033, -4.65272, -5.11385], [0.74969, -3.86252, -4.35934], [-0.60141, -3.85610, -3.12752], [0.57237, -1.44883, -4.60624], [0.70590, -1.87360, -2.86323], [-1.25790, -0.38670, -2.89056], [-1.49713, -2.07457, -2.43476], [-4.07593, -1.67840, -2.99511], [-4.32176, -0.86479, -4.58969], [-3.45923, -0.08738, -3.20527], [3.39014, -6.04208, 2.94853], [2.78288, -4.62317, 2.83122], [3.03489, -4.08883, 1.39795], [2.77268, -2.67531, 1.20064], [3.85037, -1.85650, 1.76741], [3.67972, -0.33220, 1.43940], [3.54773, -0.03493, -0.01094], [2.55140, -0.97341, -0.62252], [2.71319, -2.46945, -0.28117], [1.50485, -2.37894, 1.92015], [3.68459, -6.26277, 3.94980], [4.35342, -6.09948, 2.40259], [2.69982, -6.78004, 2.59079], [3.14392, -4.01969, 3.66649], [1.70724, -4.63712, 2.99207], [2.46545, -4.59409, 0.64674], [4.08868, -4.15274, 1.14207], [4.84936, -2.24143, 1.31476], [3.93076, -2.01106, 2.85882], [4.56582, 0.16063, 1.77432], [2.79289, 0.01207, 2.00926], [4.51132, 0.08790, -0.52734], [3.17012, 0.94510, -0.05495], [2.58180, -0.91759, -1.73440], [1.64276, -0.61390, -0.34042], [3.62720, -2.90097, -0.69684], [1.87989, -3.12233, -0.71234], [0.67770, -3.10079, 1.80068], [1.19837, -1.36756, 1.54710], [1.73280, -2.34337, 2.97318], [-4.70810, -7.59723, -1.92480], [-4.74152, -8.12506, -3.11377], [-5.75486, -6.87647, -1.58457], [-4.53003, -8.59950, -1.09247], [-3.15696, -6.52030, -1.84310], [-1.93738, -7.29969, -1.70852], [-3.26059, -5.71722, -3.09807], [-3.41560, -5.69044, -0.47416], [-2.55912, -4.54548, 0.03126], [-2.01186, -3.64996, -0.94083], [-3.30568, -3.91327, 1.11624], [-1.03450, -5.30459, 0.84886], [-1.39151, -6.46658, 1.30611], [-0.01440, -5.37823, 0.03472], [-0.71382, -4.45301, 1.85168]], "charge": 2, "spin_multiplicity": 1, "e_tot_ha": -6187.519674}